Density functional theory data (ωB97M-V/def2-TZVPD) for one molecule with the formula C4H8O.

* molar mass: 72.11 g/mol
* SMILES string: OCC1CC1
* orbital gap: 11.22 eV

Last column: Löwdin charge in e.
Cartesian coordinates (Å):
O (-0.451, -2.301, 0.594)  -0.08
C (0.425, -1.189, 0.485)  -0.23
C (-0.298, -0.016, -0.169)  -0.28
C (0.297, 0.976, -1.131)  -0.13
C (-0.175, 1.431, 0.221)  -0.13
H (-1.168, -2.053, 1.192)  0.09
H (1.256, -1.549, -0.129)  0.12
H (0.829, -0.926, 1.476)  0.12
H (-1.300, -0.342, -0.437)  0.13
H (1.369, 0.980, -1.314)  0.10
H (-0.295, 1.240, -2.003)  0.10
H (0.596, 1.726, 0.929)  0.10
H (-1.084, 2.022, 0.286)  0.09



Density functional theory data (ωB97M-V/def2-TZVPD) for one molecule with the formula C4H8O.

* molar mass: 72.11 g/mol
* SMILES string: C[C@H]1CCO1
* orbital gap: 10.77 eV

Last column: Löwdin charge in e.
Cartesian coordinates (Å):
C (-1.067, -1.343, -0.111)  -0.05
C (-0.311, -0.104, -0.537)  -0.39
C (-0.007, 0.964, 0.527)  -0.10
C (1.446, 0.778, 0.072)  -0.18
O (1.095, -0.351, -0.741)  -0.10
H (-1.207, -2.030, -0.952)  0.08
H (-0.509, -1.865, 0.673)  0.09
H (-2.054, -1.071, 0.280)  0.08
H (-0.755, 0.322, -1.449)  0.14
H (-0.453, 1.950, 0.378)  0.10
H (-0.201, 0.624, 1.549)  0.11
H (2.182, 0.518, 0.841)  0.11
H (1.840, 1.606, -0.533)  0.11



Density functional theory data (ωB97M-V/def2-TZVPD) for one molecule with the formula C4H8O.

* molar mass: 72.11 g/mol
* orbital gap: 9.10 eV

Last column: Löwdin charge in e.
Cartesian coordinates (Å):
C (-1.424, 0.470, 0.283)  -0.07
C (-0.459, -0.654, 0.548)  -0.42
O (0.732, -0.781, -0.317)  -0.20
C (0.767, -0.472, 1.361)  0.06
C (1.210, 0.346, -1.060)  -0.06
H (-2.137, 0.486, 1.115)  0.09
H (-1.994, 0.303, -0.638)  0.08
H (-0.934, 1.446, 0.251)  0.08
H (-0.956, -1.627, 0.476)  0.14
H (1.068, -1.479, 1.697)  0.03
H (0.418, 0.787, -1.665)  0.09
H (1.637, 1.087, -0.384)  0.09
H (1.976, -0.054, -1.722)  0.10



Density functional theory data (ωB97M-V/def2-TZVPD) for one molecule with the formula C4H8O.

* molar mass: 72.11 g/mol
* orbital gap: 9.42 eV

Last column: Löwdin charge in e.
Cartesian coordinates (Å):
C (-1.476, 0.062, 0.293)  -0.12
C (-0.397, -0.584, -0.580)  -0.27
C (0.962, -0.690, 0.083)  -0.20
C (1.166, 1.646, -0.180)  0.06
O (1.601, 0.576, 0.418)  -0.15
H (-2.468, -0.314, 0.020)  0.07
H (-1.317, -0.161, 1.357)  0.08
H (-1.472, 1.149, 0.174)  0.06
H (-0.310, -0.045, -1.529)  0.10
H (1.675, -1.232, -0.549)  0.12
H (-0.669, -1.623, -0.810)  0.11
H (0.881, -1.218, 1.039)  0.12
H (1.824, 2.434, 0.264)  0.02



Q: Which HOMO values were calculated for the entries above? A: -10.1100; -9.5681; -8.0826; -8.4865, in eV.